88
Properties=species:S:1:pos:R:3:lowdin_charge:R:1 method="wB97M-V/def2-TZVPD" s_squared=0.767 lumo_energy_ev="2.7638 / 2.2632" de_lowest_kj_mol=183.4 multiplicity=2 charge=-2 e_homo_ev="-2.14 / -2.15"
Ti 0.94515 -0.31179 0.38586 0.096
O 3.87362 -3.60834 4.40271 -0.056
C 3.29697 -2.33292 4.47824 -0.246
C 2.64928 -1.83253 3.16360 -0.567
C 2.25849 -0.36657 3.41494 -0.232
O 1.23304 0.02718 2.53159 -0.335
C 1.40900 -2.69135 2.91836 -0.453
Se 0.68944 -2.69969 1.07513 0.652
C 3.67179 -1.95203 2.02544 -0.523
Se 3.50739 -0.60921 0.55209 0.632
H 4.51204 -3.59737 3.68028 0.079
H 4.05071 -1.59485 4.79656 0.129
H 2.53610 -2.41007 5.26096 0.128
H 3.15175 0.26345 3.29528 0.122
H 1.89118 -0.26745 4.45068 0.134
H 1.27687 1.00866 2.36338 -0.014
H 0.58904 -2.38723 3.57775 0.075
H 1.65805 -3.73913 3.11799 0.065
H 3.60579 -2.94196 1.56262 0.054
H 4.68729 -1.80053 2.40899 0.056
O -3.87678 4.71658 1.94277 -0.088
C -3.03813 3.88961 1.69440 -1.051
S -1.36252 4.26811 1.31395 0.971
C -0.78494 2.60288 1.15111 -1.125
C -1.71579 1.63155 1.30057 -1.095
S -1.40328 -0.06330 1.19063 0.573
S -3.35972 2.15710 1.67826 0.943
S 0.87414 2.34304 0.78285 0.644
C -3.07176 -3.21585 1.34998 -0.234
Si -3.37813 -2.41316 -0.35953 0.394
C -4.14463 -3.75192 -1.51047 -0.222
C -4.74036 -1.07323 -0.15710 -0.209
Si -1.34798 -1.59249 -1.39164 0.520
Si -0.01982 -3.42164 -2.26224 0.398
C -0.75196 -3.65611 -4.01980 -0.214
C 1.86330 -3.13702 -2.29986 -0.212
C -0.35204 -5.09157 -1.37013 -0.228
Si -1.79034 0.20862 -2.93129 0.438
C -3.37499 -0.33649 -3.87053 -0.222
C -0.54011 0.50180 -4.35011 -0.186
C -2.09207 1.87290 -2.04562 -0.190
H -3.89289 -3.83287 1.70664 0.020
H -2.89349 -2.43385 2.08101 -0.003
H -2.17691 -3.83217 1.31606 -0.012
H -5.11979 -4.07113 -1.15765 0.017
H -3.51490 -4.63165 -1.56949 -0.002
H -4.26989 -3.37182 -2.51807 0.008
H -5.62908 -1.46107 0.33377 0.024
H -5.04323 -0.66030 -1.11416 0.006
H -4.36892 -0.25427 0.44831 -0.034
H -0.56396 -2.80135 -4.65631 0.010
H -1.82560 -3.80393 -3.97582 0.010
H -0.32153 -4.51970 -4.51261 0.023
H 2.19996 -2.74236 -3.25079 0.012
H 2.42213 -4.04408 -2.08637 0.031
H 2.13676 -2.40439 -1.53474 -0.047
H -1.40952 -5.26505 -1.20557 -0.004
H 0.13354 -5.07913 -0.39883 -0.028
H 0.03432 -5.93226 -1.93988 0.022
H -3.17472 -1.24048 -4.43654 0.015
H -3.68915 0.42894 -4.57333 0.023
H -4.20982 -0.54143 -3.21170 -0.007
H 0.03440 -0.39543 -4.55561 0.010
H 0.15902 1.29511 -4.10331 0.021
H -1.04483 0.77596 -5.27411 0.036
H -2.91101 1.80032 -1.33418 0.010
H -2.31527 2.67822 -2.74160 0.035
H -1.19200 2.15371 -1.50087 0.008
F 2.43953 -0.62063 -4.13084 0.065
C 2.82693 0.50217 -4.78704 -0.167
C 3.05440 0.42394 -6.13933 -0.143
F 2.86261 -0.77892 -6.73927 0.072
C 3.46769 1.53733 -6.90803 -0.069
C 3.64399 2.71975 -6.15005 -0.143
C 3.39374 2.79509 -4.79825 -0.150
F 3.53687 3.99212 -4.18509 0.084
C 2.96182 1.68831 -4.05456 -0.073
C 2.61884 1.74305 -2.64495 -0.168
C 1.83863 0.83611 -2.02413 -0.204
N 1.10304 0.11399 -1.43300 -0.068
C 3.11255 2.74880 -1.79531 -0.252
N 3.53383 3.55070 -1.08558 0.158
F 4.07232 3.84823 -6.76992 0.072
C 3.66535 1.47808 -8.30774 -0.240
C 3.98379 2.58325 -9.09503 -0.285
N 4.22790 3.44262 -9.82813 0.096
C 3.59031 0.30517 -9.05687 -0.285
N 3.56893 -0.61325 -9.75800 0.096

---

28
Properties=species:S:1:pos:R:3:lowdin_charge:R:1 method="wB97M-V/def2-TZVPD" s_squared=6.024 lumo_energy_ev="-8.8926 / -8.6995" multiplicity=5 charge=+2 e_homo_ev="-14.78 / -14.88"
O -0.22471 2.44359 -4.55626 0.194
C -0.15914 2.04181 -3.46414 -0.117
Pm 0.49175 1.29833 -1.28245 1.322
C -1.72834 1.50401 -0.18496 -0.106
O -2.71697 1.53747 0.42443 0.157
C -1.55142 -0.89990 -3.09406 -0.152
O -0.35107 -1.25842 -3.02745 -0.032
C 1.91735 0.52982 -3.22728 -0.105
O 2.60541 0.25506 -4.11401 0.200
C -1.97694 0.34132 -2.39333 -0.353
O -3.08910 0.80375 -2.44346 0.084
H -2.33189 -1.45555 -3.64748 0.159
C 2.68925 0.87288 2.07025 -0.013
N 1.40459 0.20969 2.19663 -0.123
C 0.68887 0.07686 3.36927 0.021
C -0.41920 -0.64750 3.08530 0.023
N -0.37815 -0.95372 1.73936 -0.112
C -1.36929 -1.75445 1.03873 0.004
C 0.79889 -0.51099 1.20084 -0.704
Se 1.62104 -1.11683 -0.38029 0.778
H 3.11970 0.61291 1.09740 0.049
H 3.37323 0.54004 2.86269 0.125
H 2.57946 1.96552 2.12734 0.112
H 1.05762 0.46266 4.30145 0.151
H -1.20629 -1.00523 3.72277 0.152
H -1.73475 -2.53874 1.71323 0.123
H -2.21177 -1.13784 0.69777 0.094
H -0.89813 -2.21651 0.16770 0.070

---

13
Properties=species:S:1:pos:R:3:lowdin_charge:R:1 method="wB97M-V/def2-TZVPD" smiles="O=CNCB(O)O" lumo_energy_ev=0.6198 de_lowest_kj_mol=61.5 charge=0 e_homo_ev=-9.90
O 0.41024 1.61329 0.70735 0.088
C -0.77031 1.42432 0.65676 -0.359
N -1.38599 0.27404 0.34390 -0.009
C -0.49742 -0.78559 -0.15842 -0.070
B 0.97831 -0.12841 -0.39613 -0.647
O 2.05406 -0.53545 0.51579 0.062
O 1.20507 0.49573 -1.61730 0.138
H -1.55691 2.16580 0.68626 0.133
H -2.45877 0.01676 0.42653 0.204
H -0.88964 -1.21263 -1.06138 0.085
H -0.63841 -1.62290 0.81004 0.180
H 2.77725 0.11317 0.50548 0.084
H 2.07359 0.91084 -1.45220 0.111

---

13
Properties=species:S:1:pos:R:3:lowdin_charge:R:1 method="wB97M-V/def2-TZVPD" lumo_energy_ev=1.0842 de_lowest_kj_mol=438.7 charge=0 e_homo_ev=-7.48
C -1.57184 0.69032 0.83875 -0.421
C -2.06159 0.61228 -0.55846 -0.470
C 1.65695 0.15206 -0.37844 -0.268
C 2.81639 0.61046 0.05889 0.045
H -2.24644 0.39311 1.63586 0.066
H -0.89140 1.49475 1.09820 0.066
H -3.07619 0.26362 -0.72680 0.053
H -1.71789 1.36515 -1.26047 0.062
H 1.12998 0.50159 -1.26121 0.093
H 3.31830 1.40337 -0.48082 0.061
H 3.28041 0.21095 0.95348 0.067
F 0.98744 -0.82776 0.25008 -0.279
S -0.85770 -0.66084 -0.12334 0.924

---

31
Properties=species:S:1:pos:R:3:lowdin_charge:R:1 method="wB97M-V/def2-TZVPD" lumo_energy_ev=-3.6112 charge=+1 e_homo_ev=-12.40
C 3.68242 -1.09409 -0.48237 -0.168
C -0.02586 -2.01076 -0.97198 -0.067
C -1.70265 -0.56846 0.00070 -0.124
C -0.62010 -3.18518 -0.14163 -0.152
C -2.24220 -1.72962 0.74023 -0.205
C 2.80013 -0.42343 0.30794 -0.551
C 0.38833 0.43379 -0.74621 -0.128
C 0.60864 1.63742 -0.12306 -0.303
C 1.42201 2.61821 -0.97081 -0.007
C 0.14007 2.00390 1.21403 -0.046
N -0.25415 -0.70541 -0.25475 -0.108
O 4.32046 -1.40759 -1.41766 0.211
O -1.99314 -2.93951 0.12506 -0.078
Cl 2.12448 -1.17203 1.68624 0.760
H 1.07979 -2.27449 -1.11880 0.150
H -0.45394 -2.08839 -1.95932 0.139
H -2.28212 -0.22235 -0.85748 0.156
H -1.96136 0.30630 0.60571 0.133
H -0.49437 -4.14978 -0.56198 0.125
H 0.06024 -3.30216 0.74821 0.128
H -1.69931 -1.63256 1.69090 0.137
H -3.30587 -1.56872 1.00402 0.161
H 2.81928 0.61008 0.31429 0.043
H 0.84621 0.47442 -1.76725 0.147
H 2.26790 2.90278 -0.49060 0.053
H 0.87929 3.48951 -1.27497 0.097
H 1.73973 2.00916 -1.80225 0.077
H 1.03756 2.24922 1.73738 0.088
H -0.45940 1.37560 1.86608 0.079
H -0.49555 2.90305 1.22450 0.113
H 0.29206 -0.78602 0.80606 0.139

---

16
Properties=species:S:1:pos:R:3:lowdin_charge:R:1 method="wB97M-V/def2-TZVPD" lumo_energy_ev=0.1586 de_lowest_kj_mol=460.0 charge=0 e_homo_ev=-10.03
H 3.45359 1.92576 -0.68957 0.203
N 3.11174 1.46676 0.44390 0.109
C 2.65638 0.40886 -0.01161 -0.300
O 2.98031 0.73374 -1.63773 -0.159
C 1.62488 -0.61184 0.34311 -0.147
C 0.24158 -0.15325 0.31452 0.015
C -0.93705 0.12658 0.30666 0.081
C -2.35942 0.42436 0.42060 -0.469
C -3.29436 -0.73883 0.26833 -0.020
O -2.73257 1.55926 0.65020 0.095
H 2.19800 0.42612 -2.10823 0.044
H 1.85864 -0.98762 1.35302 0.139
H 1.73042 -1.46818 -0.34300 0.131
H -3.10277 -1.46832 1.07027 0.095
H -4.33422 -0.39618 0.30726 0.089
H -3.09513 -1.24723 -0.68771 0.093

---

17
Properties=species:S:1:pos:R:3:lowdin_charge:R:1 method="wB97M-V/def2-TZVPD" smiles="C=C1CC=C[C@H]1C" lumo_energy_ev=1.0731 de_lowest_kj_mol=288.1 charge=0 e_homo_ev=-8.93
C -0.99353 -1.91186 0.32683 -0.012
C -0.67015 -0.76692 -0.12016 -0.234
C -1.29886 0.11203 -1.17051 -0.176
C -0.20452 1.09709 -1.50590 -0.094
C 0.96958 0.94750 -0.82592 -0.103
C 1.04255 -0.13325 0.18089 -0.270
C 1.09637 0.39029 1.55328 -0.103
H -0.29153 -2.36966 1.08890 0.086
H -2.09498 -2.14028 0.21146 0.089
H -2.08845 0.82500 -0.66231 0.145
H -1.94892 -0.45140 -1.90631 0.127
H -0.47744 1.95111 -2.08832 0.086
H 1.71070 1.72520 -0.73057 0.101
H 1.65882 -0.85064 -0.20510 0.094
H 0.46080 1.20750 1.76298 0.066
H 2.12496 0.83496 1.77609 0.097
H 1.00461 -0.46666 2.31466 0.102

---

23
Properties=species:S:1:pos:R:3:lowdin_charge:R:1 method="wB97M-V/def2-TZVPD" smiles="CC(C)(C)O.C=PC" lumo_energy_ev="0.1349 / 0.1347" de_lowest_kj_mol=210.2 charge=0 e_homo_ev="-9.49 / -9.49"
C 0.89996 -0.95868 0.81200 -0.076
C 1.71551 0.12555 0.19163 -0.612
C 2.63985 -0.42920 -0.89333 -0.032
C 2.59012 0.82207 1.27318 -0.052
O 0.81327 1.17304 -0.37063 -0.059
H 1.45323 -1.72746 1.38054 0.097
H 0.17579 -0.68911 1.48216 0.027
H 0.32641 -1.58230 -0.03692 0.130
H 2.27618 -1.28978 -1.40116 0.070
H 3.56501 -0.63359 -0.42779 0.059
H 2.95571 0.29778 -1.62074 0.084
H 3.13463 1.69913 0.90633 0.081
H 2.01846 0.97158 2.16392 0.062
H 3.52623 0.23157 1.64614 0.109
H -0.06732 1.10956 0.04228 0.066
C -3.54653 -1.33243 -1.30150 -0.349
P -3.12374 -0.59131 0.20364 0.800
C -3.42238 1.25854 -0.08715 -0.374
H -3.49426 -2.41519 -1.14678 -0.036
H -3.90197 -0.89539 -2.20643 -0.022
H -4.20457 1.64703 0.54601 0.010
H -2.63184 1.96297 0.01324 -0.005
H -3.69774 1.24565 -1.16864 0.023